Entry 1:
A molecular structure, C33H46MgN4O3. Source: the Open Molecules 2025 dataset; level of theory: ωB97M-V/def2-TZVPD.

Computed properties:
Calculated total energy (a.u.): -1930.0933
E_LUMO (Eh): -0.01752
Net charge: 0
Orbital gap (eV): 6.73
HOMO energy (eV): -7.2
Energy relative to the best compared isomer or geometry (same formula, charge and spin) (kJ/mol): 0.00

The geometry in XYZ format:
```
87
C33H46MgN4O3 ωB97M-V/def2-TZVPD
Mg -0.202 -0.175 1.385
C 2.037 -0.790 1.863
C 1.770 -1.428 0.617
C 0.735 -2.400 0.867
C 0.431 -2.316 2.255
C 1.229 -1.340 2.877
C 1.276 -1.039 4.363
C 2.018 -2.185 5.067
C -0.140 -0.942 4.942
C 2.018 0.270 4.633
C 0.052 -3.452 -0.019
C -0.904 -4.311 0.824
C 1.067 -4.427 -0.632
C -0.818 -2.837 -1.125
C 2.729 -1.195 -0.560
C 2.093 -1.227 -1.953
C 3.854 -2.243 -0.493
C 3.411 0.178 -0.439
H 2.779 -0.026 2.028
H -0.308 -2.915 2.763
H 1.501 -3.134 4.911
H 2.083 -1.999 6.143
H 3.030 -2.285 4.672
H -0.689 -1.874 4.789
H -0.701 -0.131 4.473
H -0.099 -0.753 6.018
H 3.057 0.205 4.304
H 2.022 0.483 5.704
H 1.541 1.102 4.112
H -0.374 -4.850 1.611
H -1.388 -5.047 0.178
H -1.686 -3.702 1.281
H 1.709 -4.845 0.145
H 1.704 -3.958 -1.378
H 0.542 -5.251 -1.122
H -1.665 -2.315 -0.674
H -1.214 -3.623 -1.774
H -0.270 -2.133 -1.746
H 1.675 -2.196 -2.208
H 2.855 -0.997 -2.703
H 1.305 -0.476 -2.043
H 3.477 -3.257 -0.597
H 4.364 -2.176 0.470
H 4.588 -2.066 -1.285
H 2.681 0.988 -0.392
H 4.044 0.346 -1.313
H 4.049 0.242 0.441
N -0.899 2.988 -5.185
C -0.687 4.008 -6.087
C -0.977 4.144 -7.441
C -0.612 5.337 -8.032
C 0.019 6.359 -7.302
C 0.304 6.215 -5.961
C -0.054 5.015 -5.346
N 0.119 4.606 -4.036
C -0.390 3.408 -3.982
C -0.418 2.581 -2.771
C 0.334 2.965 -1.666
C 0.315 2.171 -0.537
N -0.387 1.036 -0.455
C -1.131 0.684 -1.503
C -1.178 1.420 -2.673
H -1.272 2.079 -5.390
H -1.463 3.360 -8.006
H -0.816 5.490 -9.083
H 0.285 7.276 -7.810
H 0.790 6.997 -5.394
H 0.922 3.870 -1.703
H 0.875 2.440 0.351
H -1.705 -0.226 -1.395
H -1.815 1.080 -3.478
O -2.423 1.858 2.972
C -1.234 2.176 2.931
O -0.275 1.503 2.426
H -0.928 3.138 3.384
C -5.124 0.369 2.826
N -4.045 -0.517 2.433
C -3.661 -1.547 3.382
C -3.197 -0.145 1.489
O -2.146 -0.752 1.224
H -4.848 0.912 3.730
H -6.031 -0.209 3.001
H -5.309 1.094 2.037
H -3.190 -1.090 4.256
H -2.953 -2.224 2.913
H -4.549 -2.095 3.694
H -3.517 0.723 0.906
```

=====

Entry 2:
10 unconnected molecules or ions with the total composition C33H46N12O3. Source: the Open Molecules 2025 dataset; level of theory: ωB97M-V/def2-TZVPD.

Computed properties:
Calculated total energy (a.u.): -2167.7277
E_LUMO (Eh): -0.00517
Net charge: 0
Orbital gap (eV): 7.80
HOMO energy (eV): -7.9
SMILES string: CCCOc1cnc2c(N)cc(CCCC(=O)O)cc2n1.CC#N.CC#N.CC#N.CC#N.CC#N.CC#N.CC#N.CC#N.CC#N
Energy relative to the best compared isomer or geometry (same formula, charge and spin) (kJ/mol): 2.01

The geometry in XYZ format:
```
94
C33H46N12O3 ωB97M-V/def2-TZVPD
C 6.380 -1.058 -3.160
C 6.503 0.533 -3.090
C 5.695 1.259 -4.245
O 4.377 0.721 -4.412
C 3.414 1.381 -3.655
C 3.687 2.210 -2.446
N 2.766 2.830 -1.655
C 1.508 2.561 -2.156
C 0.340 3.128 -1.374
N 0.622 3.865 -0.152
C -1.037 2.945 -1.761
C -1.361 2.157 -3.011
C -2.872 1.982 -3.348
C -3.184 0.956 -4.512
C -3.537 -0.468 -3.913
C -2.251 -1.369 -3.821
O -1.656 -1.718 -4.805
O -1.733 -1.803 -2.580
C -0.258 1.607 -3.763
C 1.180 1.788 -3.357
N 2.155 1.186 -4.125
H 5.565 -1.347 -2.437
H 7.360 -1.465 -2.787
H 6.156 -1.358 -4.212
H 7.575 0.872 -3.186
H 6.174 0.829 -2.063
H 6.276 1.046 -5.193
H 5.736 2.379 -4.124
H 4.750 2.355 -2.118
H 1.331 3.291 0.329
H -0.224 3.738 0.421
H -1.865 3.352 -1.138
H -3.358 1.560 -2.417
H -3.364 2.986 -3.503
H -2.375 0.878 -5.283
H -4.124 1.328 -5.013
H -4.006 -0.422 -2.880
H -4.268 -0.950 -4.610
H -2.261 -1.314 -1.913
H -0.455 1.010 -4.684
C -3.909 -2.452 0.958
C -4.136 -1.215 0.159
N -4.304 -0.260 -0.460
H -2.847 -2.552 1.179
H -4.464 -2.401 1.892
H -4.243 -3.326 0.396
C -0.861 -0.342 3.608
C -1.736 -1.530 3.669
N -2.414 -2.455 3.727
H -0.305 -0.251 4.542
H -0.159 -0.443 2.781
H -1.459 0.558 3.462
C 6.735 5.446 -1.409
C 6.672 4.014 -1.032
N 6.623 2.902 -0.744
H 5.760 5.779 -1.762
H 7.023 6.044 -0.546
H 7.469 5.588 -2.202
C -1.896 -2.663 7.622
C -0.672 -1.980 7.135
N 0.274 -1.448 6.746
H -2.282 -3.327 6.849
H -1.664 -3.248 8.513
H -2.659 -1.925 7.869
C 2.140 -4.133 9.718
C 0.718 -3.896 10.063
N -0.385 -3.713 10.327
H 2.287 -5.181 9.458
H 2.422 -3.511 8.869
H 2.773 -3.885 10.570
C -7.406 -3.375 -0.822
C -7.296 -2.619 0.448
N -7.223 -2.024 1.450
H -6.415 -3.525 -1.251
H -7.865 -4.346 -0.636
H -8.020 -2.820 -1.530
C 0.077 -3.948 -0.684
C 0.166 -3.182 0.586
N 0.235 -2.593 1.573
H 1.076 -4.098 -1.092
H -0.381 -4.920 -0.498
H -0.526 -3.403 -1.414
C 4.357 6.490 -5.013
C 4.453 7.271 -3.755
N 4.527 7.875 -2.780
H 5.353 6.336 -5.429
H 3.900 5.521 -4.812
H 3.748 7.029 -5.737
C -6.743 -2.754 4.890
C -5.831 -3.151 5.997
N -5.133 -3.459 6.859
H -6.212 -2.790 3.940
H -7.592 -3.435 4.849
H -7.108 -1.741 5.055
```

=====

Entry 3:
7 unconnected molecules or ions with the total composition C33H46N8O6. Source: the Open Molecules 2025 dataset; level of theory: ωB97M-V/def2-TZVPD.

Computed properties:
Calculated total energy (a.u.): -2174.4037
E_LUMO (Eh): -0.00583
Net charge: 0
Orbital gap (eV): 8.32
HOMO energy (eV): -8.5
SMILES string: CC(=O)OCCCCc1cc(CCOC=O)c2c(c1C)C(=O)N(CCCN)C2=O.CC#N.CC#N.CC#N.CC#N.CC#N.CC#N

The geometry in XYZ format:
```
93
C33H46N8O6 ωB97M-V/def2-TZVPD
C -1.033 1.775 6.352
C -2.341 2.023 5.510
O -3.279 2.602 5.988
O -2.467 1.616 4.169
C -1.363 2.242 3.441
C -1.759 2.562 1.935
C -0.579 2.033 1.033
C -0.393 2.859 -0.305
C 0.529 2.048 -1.299
C 1.471 1.043 -0.776
C 2.343 0.239 -1.660
C 3.328 -0.852 -1.158
C 4.788 -0.307 -0.891
O 5.357 0.323 -2.072
C 5.596 1.656 -1.688
O 6.710 2.083 -1.662
C 2.238 0.496 -3.082
C 1.281 1.505 -3.612
C 0.416 2.296 -2.763
C -0.567 3.316 -3.403
C 1.433 1.502 -5.186
O 1.091 2.319 -5.998
N 2.137 0.290 -5.391
C 1.602 -0.707 -6.350
C 1.600 -2.188 -5.833
C 0.427 -2.495 -4.782
N 0.635 -3.898 -4.311
C 2.966 -0.128 -4.316
O 3.982 -0.762 -4.356
H -0.117 2.173 5.833
H -1.179 2.339 7.309
H -0.895 0.697 6.620
H -0.529 1.488 3.419
H -1.056 3.177 3.973
H -1.989 3.647 1.803
H -2.687 1.971 1.726
H -0.728 0.963 0.750
H 0.378 2.146 1.616
H 0.158 3.818 -0.084
H -1.388 3.099 -0.753
H 1.573 0.847 0.321
H 3.431 -1.611 -1.987
H 2.888 -1.397 -0.287
H 4.766 0.399 -0.021
H 5.444 -1.181 -0.647
H 4.685 2.256 -1.405
H -1.383 3.563 -2.674
H -1.057 2.820 -4.285
H -0.067 4.273 -3.718
H 2.197 -0.639 -7.303
H 0.540 -0.440 -6.597
H 1.344 -2.825 -6.731
H 2.591 -2.563 -5.474
H 0.429 -1.773 -3.926
H -0.519 -2.519 -5.351
H 0.489 -4.546 -5.092
H 1.604 -4.039 -4.017
C -4.141 -2.785 -5.526
C -2.906 -3.354 -6.055
N -1.941 -3.814 -6.473
H -3.994 -1.759 -5.190
H -4.930 -2.774 -6.280
H -4.511 -3.358 -4.674
C -4.820 -0.898 6.743
C -4.168 -2.165 7.060
N -3.657 -3.163 7.310
H -4.128 -0.197 6.273
H -5.656 -1.037 6.055
H -5.213 -0.413 7.638
C 2.786 -0.327 5.576
C 2.594 0.658 4.516
N 2.444 1.433 3.681
H 3.840 -0.430 5.843
H 2.247 -0.051 6.483
H 2.430 -1.314 5.275
C -8.298 -3.185 6.911
C -8.258 -2.177 5.855
N -8.222 -1.384 5.025
H -9.251 -3.167 7.443
H -8.169 -4.190 6.508
H -7.509 -3.025 7.647
C 7.197 -0.799 4.917
C 6.486 -1.100 6.157
N 5.928 -1.337 7.133
H 8.113 -1.385 4.831
H 6.584 -1.021 4.041
H 7.475 0.254 4.862
C -2.369 1.519 -6.892
C -1.972 0.256 -6.277
N -1.652 -0.736 -5.791
H -2.789 1.364 -7.887
H -3.124 2.034 -6.295
H -1.517 2.195 -6.997
```